No. 1
Entry from OMol25: the molecule C9H11BrF4 (ωB97M-V/def2-TZVPD).

Output
HOMO energy (alpha / beta), eV: -9.3 / -7.8
HOMO-LUMO gap (alpha / beta), eV: 9.2185 / 7.4720

XYZ file:
```
25
Properties=species:S:1:pos:R:3:forces:R:3:mulliken_charge:R:1
C -0.279322 -0.127614 1.336670 0.15 -0.22 0.76 -0.74
C -0.030682 0.152104 -1.167345 1.28 -0.14 -0.85 -1.09
C -1.360480 0.908496 1.010157 -2.65 -0.30 1.07 -0.69
C -1.529971 0.343103 -1.424850 0.08 -0.88 -4.35 -0.43
C 0.291326 -0.789316 0.081254 -1.48 0.18 -1.66 1.24
C -2.224955 0.490482 -0.176677 0.70 -0.62 1.83 0.00
C -0.306189 -2.178864 -0.240845 0.31 -0.66 -0.38 1.12
C -1.826356 -2.249740 0.055612 0.14 -0.40 0.34 0.02
C 1.790721 -0.871040 0.107317 -0.09 -0.53 -1.24 -1.96
F -0.061219 -2.564004 -1.551199 -0.63 0.73 0.53 -0.33
F 0.381361 -3.165151 0.452417 -0.64 0.52 0.35 -0.35
F -2.547328 -3.125992 -0.688526 0.83 0.96 0.92 -0.29
F -2.026417 -2.447942 1.386392 -0.27 -0.19 -1.21 -0.24
Br -4.069570 0.629919 0.069464 0.03 0.04 -0.49 -0.10
H 0.699492 0.364021 1.664294 -1.91 -0.39 0.86 0.36
H -0.852447 -0.765382 2.043814 1.72 -0.15 -0.12 0.18
H 0.609327 -0.333492 -2.035609 -1.77 1.32 1.37 0.32
H 0.300635 1.219313 -1.045535 0.61 -1.22 0.41 0.36
H -2.172571 1.125226 1.844167 2.33 -0.42 -1.17 0.37
H -0.727334 1.740358 0.863485 -0.27 1.90 -0.67 0.26
H -1.724706 1.176066 -2.180701 0.47 -0.11 1.17 0.40
H -1.817350 -0.468741 -2.161388 -0.45 0.20 1.37 0.26
H 2.035407 -1.445495 -0.824351 0.44 1.05 0.50 0.44
H 2.166674 -1.531605 0.883744 0.17 0.66 0.54 0.38
H 2.055078 0.218386 0.096553 0.87 -1.34 0.11 0.52
```
Positions in Å, forces in eV/Å.



No. 2
Entry from OMol25: a cluster of 2 separate species, C9H11BrO3P in total (ωB97M-V/def2-TZVPD).

Output
Energy relative to the best compared isomer or geometry (same formula, charge and spin), kcal/mol: 27.2
HOMO energy (alpha / beta), eV: -4.5 / -4.7
Charge: -1
HOMO-LUMO gap (alpha / beta), eV: 7.2424 / 6.5916

XYZ file:
```
25
Properties=species:S:1:pos:R:3:forces:R:3:mulliken_charge:R:1
C 4.291913 -1.687098 -0.879905 1.27 0.00 -1.38 -0.39
C 4.163955 -2.294944 0.312241 -1.45 -2.79 2.53 -0.42
C 3.149762 -1.201077 -1.484353 -1.71 -0.45 1.16 -0.39
C 2.891848 -2.633622 0.788997 0.10 0.69 -0.56 -0.77
C 1.877326 -1.299977 -0.924467 0.80 1.07 0.42 -0.39
C 1.688748 -2.075574 0.250732 3.50 0.13 -1.94 1.04
C -4.193156 2.188701 0.943590 -0.32 -1.10 -0.64 -0.96
C -3.233188 1.039395 1.238338 -0.08 0.59 -1.91 -0.46
C 0.649407 -2.098177 1.036271 -4.60 -0.76 3.28 -0.77
O -4.740516 -1.973186 -0.514389 0.17 0.27 0.41 -0.69
O -3.932316 0.346227 -1.346978 0.34 -0.27 0.19 -0.65
O -3.928378 -0.223384 1.137469 0.13 0.75 0.99 -0.35
P -3.904976 -0.763861 -0.358657 -1.19 -1.06 -1.45 0.74
Br -1.762995 -1.562950 -0.262854 0.60 -0.22 -0.40 -0.16
H 5.279738 -1.796052 -1.327306 -0.29 0.77 -0.35 0.31
H 4.957446 -2.836274 0.839780 0.17 0.62 -0.38 0.30
H 3.110837 -0.695424 -2.377336 0.72 1.22 -2.07 0.43
H 2.710810 -3.214891 1.650787 0.46 -0.73 0.98 0.37
H 1.135349 -0.547614 -1.205298 -0.19 -0.89 -0.37 0.29
H -5.032376 2.281196 1.647279 0.61 0.54 0.21 0.31
H -3.551625 3.048086 0.697026 -0.75 0.23 0.48 0.30
H -4.657026 1.823787 0.007128 0.19 0.72 0.26 0.26
H -2.683173 1.141699 2.166715 0.05 -0.42 0.13 0.38
H -2.584972 1.094765 0.311533 0.13 -0.07 1.56 0.36
H 0.097123 -2.873050 1.677796 1.35 1.15 -1.15 0.31
```
Positions in Å, forces in eV/Å.



No. 3
Entry from OMol25: a structure of composition C9H11Cl2NO4VYb (ωB97M-V/def2-TZVPD).

Output
Energy relative to the best compared isomer or geometry (same formula, charge and spin), kcal/mol: 0.0
HOMO energy (alpha / beta), eV: -20.4 / -20.4
Charge: +4
Multiplicity: 4
HOMO-LUMO gap (alpha / beta), eV: 5.2259 / 4.2162

XYZ file:
```
29
Properties=species:S:1:pos:R:3:forces:R:3:lowdin_spin:R:1
Yb 6.129403 -0.370294 -5.728808 -3.48 -1.78 -0.32 0.96
V 1.645242 0.476760 0.191841 -2.91 2.94 -4.83 1.94
Cl 4.537013 -1.957656 -6.411723 0.75 0.66 0.32 0.03
Cl 1.981685 2.629014 0.024740 0.18 -1.92 0.31 -0.04
C 1.786910 0.355921 2.025555 1.01 0.22 10.28 0.04
C 7.590872 -1.146098 -7.380729 4.26 -3.41 -5.90 0.00
C 8.016622 0.858308 -5.424246 7.00 5.66 2.41 0.00
O 1.876898 0.385319 3.187394 -0.41 -0.17 -5.81 0.12
O 8.231351 -1.619312 -8.230170 -3.53 2.70 4.76 0.00
O 8.886692 1.564352 -5.116621 -4.54 -3.84 -1.79 0.00
O -0.317653 0.653563 -0.012393 4.81 -0.41 -1.97 -0.04
C -1.205677 0.451544 0.836385 -2.62 -1.51 3.92 0.01
C -2.498641 1.235839 0.750200 0.82 0.26 -0.60 0.00
C -3.765641 0.407514 0.706496 -0.60 -0.36 0.26 0.00
C -4.151621 -0.175530 2.062274 -0.34 -0.08 -0.11 0.00
C -3.204783 -1.214832 2.636238 -0.37 -0.21 0.20 0.00
C -1.827285 -0.689408 3.000357 -0.36 -0.23 0.70 0.00
N -0.981363 -0.449560 1.823398 0.32 1.11 -1.36 -0.02
H -2.528357 1.932833 1.599806 0.10 -0.08 0.00 0.00
H -2.427189 1.837339 -0.166201 0.15 -0.05 0.29 0.00
H -4.573444 1.088365 0.411969 0.24 -0.12 -0.12 0.00
H -3.698097 -0.370760 -0.066469 -0.02 0.15 0.14 0.00
H -4.257574 0.645423 2.784972 -0.09 -0.11 -0.10 0.00
H -5.139980 -0.640925 1.957271 0.19 0.16 0.11 0.00
H -3.651428 -1.574147 3.574088 0.19 -0.04 -0.21 0.00
H -3.111795 -2.083715 1.970384 0.02 0.12 0.14 0.00
H -1.897417 0.236043 3.592878 0.05 -0.19 -0.22 0.00
H -1.316313 -1.441723 3.618767 0.03 0.31 -0.28 0.00
H -0.128431 -1.024177 1.782345 -0.82 0.22 -0.22 0.00
```
Positions in Å, forces in eV/Å.



No. 4
Entry from OMol25: a structure of composition C9H11Cl6F (ωB97M-V/def2-TZVPD).

Output
Energy relative to the best compared isomer or geometry (same formula, charge and spin), kcal/mol: 252.4
HOMO energy, eV: -9.5
HOMO-LUMO gap, eV: 9.7554

XYZ file:
```
27
Properties=species:S:1:pos:R:3:forces:R:3:mulliken_charge:R:1
C -2.918657 0.106911 2.285420 -1.14 0.65 0.39 -0.30
Cl -1.224057 0.567465 2.153133 -1.29 1.74 6.74 -0.14
Cl -3.725511 -0.060324 0.727927 -0.05 -0.16 -0.64 -0.15
H -3.125356 -0.822358 2.816282 0.68 0.21 0.11 0.31
H -3.431869 0.953706 2.741119 0.22 -0.31 0.25 0.33
C 1.400611 3.224230 0.916336 0.23 1.44 1.01 -0.13
Cl 1.237352 3.967516 -0.663546 -0.29 3.96 0.52 -0.20
Cl 2.983861 3.628609 1.611633 -0.44 -0.33 0.08 -0.18
H 0.579469 3.723010 1.431160 0.42 -0.07 0.69 0.35
H 1.156468 2.163391 0.860487 1.72 0.81 0.72 0.33
C -0.104068 -3.776208 -0.799558 0.52 -6.05 -2.84 0.05
Cl -0.000962 -5.391523 -1.436506 0.37 -2.43 -0.76 -0.26
Cl -1.906329 -3.533429 -0.507030 -2.65 -2.82 -0.55 -0.23
H 0.485268 -3.700813 0.114285 0.43 -2.59 -0.28 0.26
H 0.266584 -3.082216 -1.553944 0.53 -3.11 -2.08 -0.16
F -0.226400 -2.340992 -0.303752 0.04 16.11 6.82 0.09
C 0.175893 -1.079741 -0.616206 1.99 3.19 -1.23 0.79
C 1.230076 -0.907664 -1.535798 -0.86 -1.16 0.44 -0.45
C 1.738098 0.355302 -1.824689 -0.44 -0.36 0.77 -1.21
C 1.206426 1.458074 -1.187450 0.08 -2.20 -0.29 -0.28
C 0.147124 1.304023 -0.260864 -0.31 -1.24 -2.09 -0.66
C -0.386773 0.047360 0.003773 0.42 -1.94 -3.24 -0.24
H 1.595992 -1.797118 -2.027101 0.43 0.07 -0.07 0.36
H 2.614916 0.478102 -2.443159 -0.12 -0.14 -0.27 0.39
H 1.693764 2.404095 -1.371701 -0.16 -1.69 -0.46 0.38
H -0.236727 2.202390 0.199579 -1.12 -0.65 -0.43 1.00
H -1.225193 -0.091796 0.670169 0.78 -0.93 -3.30 -0.06
```
Positions in Å, forces in eV/Å.



no.,calculated total energy (eV),molar mass (g mol⁻¹)
1,-90419.5419,275.1
2,-94985.0821,278.1
3,-101407.9298,492.1
4,-87352.0556,350.9